1.
Entry from the OMol25 dataset: C42H44Cl5N5O4S2SeSi2Ti as an isolated structure at a distorted geometry (ωB97M-V/def2-TZVPD).

For the frontier orbital gap, the calculation gives 7.29 eV. As for the LUMO energy: -1.14 eV. For the energy relative to the best compared isomer or geometry (same formula, charge and spin), the calculation gives 0.79 kcal/mol.

Element x y z (Å)
Ti 5.331 12.900 22.537
S 7.951 12.877 22.376
C 8.489 11.350 22.256
N 9.745 10.985 22.453
C 10.153 9.544 22.469
C 9.044 8.579 22.855
N 7.879 9.025 22.053
C 6.749 8.025 21.680
C 6.992 6.626 22.283
C 6.351 6.216 23.469
C 6.308 4.892 23.832
C 6.873 3.910 23.042
C 7.560 4.281 21.843
C 7.611 5.636 21.477
C 7.534 10.304 21.835
S 6.072 10.680 21.029
C 10.852 12.004 22.737
C 10.914 12.389 24.183
C 11.478 13.644 24.421
C 11.300 14.251 25.689
C 10.606 13.575 26.665
C 10.004 12.351 26.418
C 10.195 11.735 25.190
H 11.021 9.614 23.128
H 10.545 9.307 21.458
H 8.803 8.659 23.953
H 9.288 7.575 22.566
H 6.638 8.038 20.563
H 5.831 8.407 22.141
H 5.969 7.029 24.069
H 5.950 4.649 24.821
H 6.833 2.844 23.284
H 8.015 3.535 21.225
H 8.091 5.926 20.519
H 10.686 12.823 22.076
H 11.705 11.485 22.442
H 11.946 14.176 23.537
H 11.794 15.207 25.884
H 10.387 14.064 27.617
H 9.250 11.865 27.086
H 9.578 10.830 25.104
C 2.412 17.499 23.422
Si 2.594 15.590 23.119
C 1.601 15.141 21.540
C 1.400 14.891 24.338
C 4.439 15.075 23.069
C 5.007 14.819 24.342
C 4.534 15.073 25.694
C 5.372 14.681 26.782
C 6.590 13.996 26.615
C 6.844 13.689 25.299
N 6.096 14.074 24.256
Si 5.471 16.645 22.512
C 7.261 16.207 22.174
C 5.550 17.702 24.048
C 5.058 17.881 21.119
H 1.320 17.693 23.286
H 2.918 18.299 22.884
H 2.606 17.590 24.522
H 0.539 15.447 21.643
H 1.673 14.024 21.405
H 1.907 15.540 20.580
H 0.878 13.987 23.884
H 0.683 15.612 24.601
H 1.733 14.485 25.288
H 3.595 15.597 25.878
H 5.062 14.910 27.819
H 7.240 13.588 27.392
H 7.718 13.067 25.102
H 7.866 15.963 23.011
H 7.800 17.073 21.769
H 7.393 15.504 21.358
H 6.401 17.303 24.554
H 4.709 17.662 24.699
H 5.775 18.717 23.832
H 5.918 18.049 20.480
H 4.691 18.788 21.563
H 4.294 17.464 20.515
O 5.473 10.954 26.382
Se 6.050 10.386 24.999
O 5.493 8.967 24.471
O 5.592 11.591 23.746
O 7.716 10.380 24.783
Cl 4.061 11.758 19.076
C 2.999 11.625 20.509
C 3.426 11.911 21.792
C 2.428 11.767 22.766
Cl 2.848 11.906 24.452
C 1.140 11.303 22.565
Cl -0.040 11.135 23.812
C 0.799 11.015 21.267
Cl -0.768 10.389 20.981
C 1.731 11.168 20.238
Cl 1.179 10.483 18.759
N 6.352 16.677 15.847
C 6.059 16.040 16.781
C 5.863 15.258 18.012
C 4.740 15.397 18.785
C 4.700 14.744 19.960
N 5.715 13.923 20.388
C 6.726 13.719 19.551
C 6.840 14.314 18.287
H 4.016 16.144 18.465
H 3.921 14.985 20.742
H 7.364 12.888 19.785
H 7.642 14.132 17.656



2.
Entry from the OMol25 dataset: C42H44N6O5P2S2V as an isolated structure at a distorted geometry (ωB97M-V/def2-TZVPD).

For the frontier orbital gap (spin up / spin down), the calculation gives 7.10 / 7.37 eV. Its spin multiplicity is 3. The total charge is -1. As for the LUMO energy (spin up / spin down): 2.54 / 2.48 eV. As for the expectation value of S²: 2.06.

Element x y z (Å)
V 0.012 -0.634 1.242
S -1.862 1.343 1.636
P -1.848 0.855 -0.292
C -0.910 -0.598 -0.477
P -1.112 -1.785 -1.731
S -1.223 -3.678 -1.118
C -2.394 -1.482 -3.010
C -2.218 -0.447 -3.931
C -3.120 -0.264 -4.969
C -4.209 -1.119 -5.100
C -4.392 -2.149 -4.184
C -3.487 -2.331 -3.142
C 0.316 -1.625 -2.890
C 0.534 -2.588 -3.879
C 1.629 -2.480 -4.730
C 2.512 -1.409 -4.604
C 2.293 -0.445 -3.630
C 1.198 -0.562 -2.777
C -3.611 0.435 -0.704
C -4.177 -0.584 0.077
C -5.496 -0.974 -0.109
C -6.275 -0.353 -1.080
C -5.725 0.648 -1.863
C -4.399 1.041 -1.677
C -1.592 2.341 -1.342
C -0.706 2.383 -2.409
C -0.529 3.551 -3.143
C -1.242 4.695 -2.811
C -2.137 4.665 -1.745
C -2.309 3.494 -1.013
H -1.360 0.211 -3.847
H -2.970 0.545 -5.679
H -4.913 -0.981 -5.913
H -5.243 -2.818 -4.282
H -3.610 -3.142 -2.431
H -0.146 -3.428 -3.958
H 1.800 -3.238 -5.489
H 3.373 -1.335 -5.260
H 2.976 0.393 -3.518
H 1.026 0.172 -2.005
H -3.572 -1.057 0.836
H -5.917 -1.763 0.505
H -7.306 -0.657 -1.231
H -6.322 1.126 -2.632
H -3.981 1.821 -2.301
H -0.125 1.501 -2.657
H 0.175 3.567 -3.969
H -1.095 5.611 -3.372
H -2.697 5.556 -1.478
H -2.990 3.470 -0.172
C 1.331 -4.628 1.672
C 0.638 -3.319 1.793
N 0.798 -2.359 0.921
O 1.584 -2.702 -0.171
C -0.271 -2.957 2.842
C -0.656 -3.750 4.035
N -0.766 -1.740 2.651
O -1.550 -1.219 3.518
H 2.272 -4.495 1.148
H 0.716 -5.324 1.096
H 1.516 -5.057 2.659
H 0.953 -3.205 -0.728
H -0.105 -4.692 4.081
H -1.730 -3.967 4.020
H -0.467 -3.176 4.950
C 0.203 1.418 4.115
N 0.745 1.948 5.381
C 1.962 2.706 5.071
N 2.979 1.878 4.403
C 2.400 1.335 3.163
N 1.184 0.540 3.424
C 1.534 -0.558 4.349
N 2.109 -0.064 5.611
C 1.111 0.817 6.242
C 3.293 0.748 5.290
H -0.044 2.245 3.457
H -0.698 0.844 4.307
H 2.384 3.102 5.997
H 1.702 3.539 4.416
H 3.141 0.702 2.681
H 2.146 2.155 2.493
H 2.257 -1.213 3.861
H 0.629 -1.120 4.575
H 1.523 1.199 7.177
H 0.215 0.234 6.459
H 4.036 0.115 4.804
H 3.716 1.136 6.219
O 4.313 -0.543 -0.030
C 4.244 0.667 -0.609
C 5.376 1.112 -1.297
C 5.364 2.333 -1.945
C 4.228 3.143 -1.917
C 3.108 2.708 -1.225
C 3.096 1.479 -0.562
C 1.828 1.048 0.127
O 0.819 1.727 0.031
O 1.859 -0.082 0.787
H 3.424 -0.737 0.322
H 6.252 0.472 -1.310
H 6.248 2.657 -2.485
H 4.219 4.098 -2.432
H 2.206 3.306 -1.176